1.
DFT (ωB97M-V/def2-TZVPD) results for a molecular structure, C24H42Cl2N6O2SiTi.

Element x y z (Å)
Ti -0.71 -1.32 -0.20
N 3.25 -1.47 0.29
N 2.99 -2.82 0.53
C 1.96 -3.45 -0.09
N 1.90 -4.78 0.01
N 1.05 -2.69 -0.68
N 0.01 -3.31 -1.34
O -0.18 -4.54 -1.53
O -0.97 -2.39 -1.63
H 4.02 -1.37 -0.34
H 3.43 -1.00 1.17
H 3.74 -3.41 0.85
H 2.71 -5.29 0.33
H 1.22 -5.24 -0.58
C -1.95 1.47 2.45
Si -3.06 0.09 1.85
C -3.02 -1.26 3.14
C -4.80 0.73 1.78
C -2.56 -0.46 0.11
H -2.51 2.11 3.13
H -1.60 2.10 1.62
H -1.07 1.10 2.98
H -3.49 -0.87 4.05
H -2.00 -1.57 3.41
H -3.58 -2.15 2.83
H -5.15 0.98 2.79
H -5.49 -0.01 1.36
H -4.87 1.64 1.17
H -2.61 0.46 -0.47
H -3.34 -1.13 -0.27
Cl -4.12 -3.87 0.22
C -2.55 -4.58 0.50
Cl -1.36 -3.44 1.28
H -2.10 -4.89 -0.43
H -2.65 -5.38 1.21
C 1.40 -1.56 3.94
C 1.51 -0.43 2.94
C 2.26 0.71 3.20
C 2.31 1.76 2.29
C 3.08 3.02 2.59
C 1.62 1.66 1.08
C 0.89 0.52 0.76
C 0.83 -0.48 1.74
N 0.20 0.26 -0.44
C 0.26 1.11 -1.65
C -0.46 2.45 -1.42
C -0.43 3.30 -2.70
C 1.03 3.53 -3.11
C 1.71 2.19 -3.40
C 0.96 1.46 -4.52
C -0.48 1.22 -4.07
C -1.17 2.55 -3.81
C -0.47 0.38 -2.79
C 1.71 1.33 -2.13
H 2.09 -1.42 4.76
H 1.60 -2.52 3.47
H 0.39 -1.60 4.36
H 2.81 0.79 4.14
H 3.61 2.94 3.54
H 2.41 3.88 2.65
H 3.81 3.22 1.81
H 1.67 2.50 0.39
H 0.26 -1.39 1.57
H 0.01 3.00 -0.60
H -1.49 2.26 -1.12
H -0.91 4.25 -2.50
H 1.57 4.06 -2.32
H 1.07 4.17 -4.00
H 2.75 2.36 -3.71
H 1.45 0.51 -4.74
H 0.97 2.05 -5.44
H -1.02 0.67 -4.84
H -2.22 2.39 -3.51
H -1.19 3.15 -4.72
H 0.05 -0.56 -2.99
H -1.49 0.15 -2.50
H 2.32 1.82 -1.37
H 2.16 0.35 -2.32

Net charge: +1
⟨S²⟩: 0.76
Gap between HOMO and LUMO (alpha / beta): 0.25839 / 0.28061 Ha
Spin multiplicity: 2

2.
DFT (ωB97M-V/def2-TZVPD) results for a molecular structure, C24H42Cl3N4O3SSiSr.

Element x y z (Å)
C -1.58 -2.23 -3.60
C -1.11 -3.25 -2.60
H -1.47 -2.58 -4.63
H -1.01 -1.30 -3.48
H -2.64 -1.98 -3.46
C -0.65 -4.46 -2.89
C -0.49 -5.06 -4.26
H -0.36 -5.13 -2.06
H -0.70 -4.35 -5.07
H -1.13 -5.94 -4.40
H 0.55 -5.42 -4.39
Sr 0.09 0.49 -0.39
Cl -2.54 0.13 0.40
Cl 0.28 1.89 -2.67
H 0.65 5.14 3.38
H -1.53 6.02 2.02
C 1.00 4.82 2.39
C -1.02 5.61 1.14
N -0.16 4.50 1.54
H 1.65 3.94 2.47
C -0.43 3.26 1.15
O 0.28 2.25 1.45
H -1.77 5.24 0.42
H -1.33 3.14 0.51
H 1.55 5.65 1.93
H -0.41 6.38 0.67
H 1.48 -1.64 -3.19
H 2.31 -3.80 -2.03
C 2.41 -1.14 -2.88
C 3.26 -3.24 -1.90
N 2.99 -1.82 -1.73
H 2.20 -0.09 -2.65
C 2.94 -1.29 -0.49
O 2.50 -0.14 -0.25
H 3.78 -3.61 -1.01
H 3.32 -1.94 0.32
H 3.12 -1.19 -3.72
H 3.89 -3.39 -2.78
O 0.05 -1.89 -1.00
C -1.01 -2.70 -1.16
C 0.20 -4.32 0.46
C -0.99 -3.81 -0.07
H 1.15 -3.89 0.14
C 0.15 -5.32 1.44
H -1.93 -2.10 -1.01
C -2.22 -4.29 0.38
H 1.09 -5.74 1.83
C -1.09 -5.79 1.89
C -2.28 -5.28 1.36
H -3.13 -3.88 -0.07
H -1.13 -6.56 2.66
H -3.25 -5.65 1.68
Si -0.42 4.45 -5.21
Cl -0.63 2.56 -6.10
C 1.41 4.64 -4.91
C -1.67 4.38 -3.83
C -0.86 5.94 -6.32
H 1.79 3.74 -4.40
H 1.63 5.51 -4.28
H 1.97 4.77 -5.85
H -0.19 6.08 -7.19
H -0.77 6.86 -5.72
H -1.89 5.91 -6.70
H -1.46 3.48 -3.24
H -2.70 4.29 -4.22
H -1.63 5.24 -3.15
C -0.29 -2.64 5.30
N -0.31 -1.21 4.99
C -0.61 -0.19 5.87
C -0.48 0.98 5.17
N -0.10 0.64 3.89
C 0.01 -0.72 3.74
S 0.44 -1.64 2.42
H -1.00 -3.18 4.65
H 0.72 -3.04 5.13
H -0.57 -2.76 6.36
H -0.88 -0.39 6.89
H -0.63 2.00 5.50
H 0.05 1.28 3.10

Net charge: -1
Gap between HOMO and LUMO: 0.23485 Ha

3.
DFT (ωB97M-V/def2-TZVPD) results for a molecular structure, C24H42ClN6O4.

Element x y z (Å)
Cl 12.59 -24.95 5.82
O 11.66 -25.49 4.89
O 12.13 -25.20 7.14
O 13.75 -25.64 5.39
O 12.59 -23.56 5.46
C 13.46 -21.99 3.03
C 14.45 -23.13 2.86
C 13.72 -24.48 2.94
C 12.68 -24.76 1.95
N 11.87 -24.93 1.15
H 13.47 -21.58 4.04
H 12.46 -22.32 2.76
H 13.82 -21.18 2.39
H 15.16 -23.09 3.68
H 15.01 -23.10 1.93
H 13.29 -24.53 3.94
H 14.51 -25.22 2.80
C 12.65 -19.61 6.00
C 11.63 -20.66 5.99
C 12.19 -21.99 6.40
C 12.39 -22.12 7.86
N 12.55 -22.13 9.02
H 12.21 -18.65 5.72
H 13.47 -19.83 5.31
H 13.09 -19.59 7.00
H 11.42 -20.76 4.92
H 10.66 -20.40 6.40
H 13.08 -22.22 5.81
H 11.51 -22.77 6.06
C 15.09 -22.52 8.28
C 14.31 -23.74 7.73
C 15.29 -24.61 6.99
C 15.96 -23.89 5.86
N 16.46 -23.32 4.98
H 14.50 -21.98 9.02
H 15.39 -21.79 7.54
H 15.95 -22.85 8.86
H 13.57 -23.30 7.07
H 13.83 -24.44 8.43
H 14.78 -25.46 6.55
H 15.92 -25.10 7.73
C 14.24 -27.85 1.79
C 13.05 -26.99 1.84
C 12.52 -26.62 3.22
C 12.10 -27.68 4.11
N 11.75 -28.52 4.87
H 14.52 -28.07 0.76
H 14.03 -28.78 2.32
H 15.10 -27.34 2.22
H 12.23 -27.54 1.37
H 13.30 -26.09 1.27
H 11.66 -25.95 3.08
H 13.16 -26.05 3.89
C 15.44 -26.78 4.95
C 15.92 -25.76 3.89
C 17.32 -26.12 3.40
C 17.43 -27.44 2.62
N 17.52 -28.41 2.05
H 15.64 -26.39 5.95
H 15.78 -27.80 4.74
H 14.36 -26.83 4.95
H 15.82 -24.81 4.41
H 15.37 -25.63 2.96
H 18.04 -26.04 4.21
H 17.66 -25.32 2.74
C 7.96 -26.87 5.37
C 8.79 -25.56 5.74
C 10.07 -25.89 6.52
C 10.79 -27.13 6.32
N 11.40 -28.11 6.18
H 7.16 -26.56 4.70
H 7.62 -27.39 6.26
H 8.38 -27.68 4.76
H 8.32 -24.77 6.33
H 9.06 -25.06 4.81
H 9.63 -26.04 7.51
H 10.71 -25.02 6.70

Net charge: -1
Gap between HOMO and LUMO: 0.19706 Ha

4.
DFT (ωB97M-V/def2-TZVPD) results for a molecular structure, C24H42MgN6.

Element x y z (Å)
Mg 7.50 8.04 12.58
C 11.74 9.12 11.92
C 11.81 8.81 10.41
C 10.61 9.35 9.71
C 9.35 8.81 10.26
N 8.40 8.32 10.69
H 12.76 9.09 12.29
H 11.27 8.35 12.53
H 11.23 10.06 12.14
H 11.99 7.73 10.42
H 12.67 9.31 9.98
H 10.74 9.11 8.65
H 10.56 10.44 9.72
C 3.44 6.37 9.21
C 3.60 5.01 9.84
C 5.07 4.82 10.27
C 5.68 5.74 11.22
N 6.21 6.44 11.93
H 4.29 6.58 8.56
H 3.47 7.26 9.83
H 2.54 6.46 8.60
H 3.20 4.22 9.21
H 3.09 5.05 10.81
H 5.68 4.82 9.37
H 5.14 3.80 10.67
C 2.96 11.00 14.09
C 3.90 11.99 13.31
C 4.39 11.37 12.01
C 5.32 10.28 12.18
N 6.08 9.46 12.29
H 3.41 10.01 14.11
H 1.98 10.90 13.62
H 2.76 11.28 15.13
H 4.72 12.33 13.93
H 3.29 12.88 13.15
H 4.99 12.12 11.50
H 3.68 10.93 11.31
C 3.70 7.65 16.75
C 4.80 7.02 17.47
C 6.21 7.54 17.23
C 6.61 7.62 15.91
N 6.98 7.59 14.76
H 2.72 7.31 17.08
H 3.79 7.47 15.68
H 3.74 8.72 16.98
H 4.75 5.94 17.34
H 4.67 7.02 18.55
H 6.91 6.96 17.82
H 6.23 8.63 17.30
C 9.37 14.05 15.21
C 9.03 12.89 14.39
C 9.60 11.61 14.97
C 9.12 10.50 14.18
N 8.67 9.59 13.57
H 8.60 14.58 15.77
H 9.80 14.81 14.56
H 10.04 13.76 16.02
H 9.27 13.14 13.36
H 7.96 12.73 14.25
H 9.28 11.63 16.02
H 10.69 11.65 14.94
C 10.53 3.30 12.50
C 11.46 4.44 12.56
C 11.19 5.58 13.60
C 9.92 6.15 13.16
N 8.85 6.50 12.80
H 10.78 2.57 11.73
H 9.50 3.65 12.48
H 10.58 2.64 13.37
H 11.47 4.76 11.52
H 12.45 4.00 12.71
H 11.88 6.42 13.47
H 11.30 5.29 14.64

Net charge: +2
Gap between HOMO and LUMO: 0.43768 Ha

5.
DFT (ωB97M-V/def2-TZVPD) results for 11 unconnected molecules or ions with the total composition C24H42N8O3S.

Element x y z (Å)
C 8.39 2.23 -2.79
C 9.37 3.09 -3.49
N 10.06 3.79 -4.12
H 7.45 2.34 -3.33
H 8.29 2.65 -1.79
H 8.70 1.19 -2.75
C -0.62 -3.40 6.92
C -0.47 -4.15 5.67
N -0.39 -4.73 4.72
H -0.41 -2.33 6.88
H 0.14 -3.78 7.60
H -1.59 -3.54 7.41
C -0.95 5.09 -7.52
C -0.60 3.69 -7.49
N -0.30 2.57 -7.48
H -2.03 5.20 -7.57
H -0.48 5.50 -8.42
H -0.65 5.60 -6.61
C 4.65 0.12 6.84
C 4.85 -1.26 6.48
N 5.05 -2.37 6.13
H 4.93 0.22 7.89
H 3.60 0.40 6.77
H 5.15 0.79 6.13
C -9.46 -2.40 -4.65
C -8.17 -1.87 -4.14
N -7.10 -1.54 -3.79
H -10.21 -1.61 -4.72
H -9.80 -3.28 -4.10
H -9.34 -2.69 -5.69
C -0.91 4.84 6.29
C -2.20 5.13 5.57
N -3.21 5.22 5.09
H -0.60 5.68 6.91
H -0.15 4.59 5.55
H -1.15 4.03 6.98
C 7.51 8.77 -4.55
C 6.36 7.86 -4.22
N 5.52 7.10 -4.02
H 8.23 8.76 -3.74
H 7.13 9.77 -4.75
H 7.95 8.34 -5.45
C 5.31 5.74 2.16
C 4.91 6.46 3.35
N 4.61 7.01 4.34
H 4.44 5.39 1.59
H 5.92 4.87 2.40
H 5.86 6.33 1.42
C -1.78 0.20 0.98
S 0.08 0.37 0.63
O 0.62 1.49 1.49
C 0.12 1.03 -1.05
H -2.31 -0.47 0.30
H -2.22 1.20 0.93
H -2.01 -0.23 1.96
H -0.36 0.28 -1.69
H 1.03 1.42 -1.49
H -0.45 1.95 -0.97
C -7.51 -6.59 1.39
C -6.91 -6.82 2.78
O -6.63 -7.92 3.11
C -6.54 -5.59 3.64
H -7.46 -5.58 1.00
H -8.52 -6.96 1.27
H -7.01 -7.27 0.70
H -6.03 -5.82 4.58
H -7.45 -5.03 3.89
H -5.96 -4.93 3.00
C -1.69 -6.22 -3.43
C -0.80 -6.45 -4.59
O -1.14 -6.08 -5.69
C 0.53 -7.14 -4.33
H -2.61 -5.85 -3.86
H -1.33 -5.41 -2.80
H -1.82 -7.01 -2.69
H 0.28 -8.15 -4.01
H 1.21 -6.55 -3.71
H 1.11 -7.28 -5.24

Net charge: 0
Gap between HOMO and LUMO: 0.32614 Ha

6.
DFT (ωB97M-V/def2-TZVPD) results for a molecular structure, C24H43AlN2P3S2.

Element x y z (Å)
Al -0.87 -1.70 0.10
P -1.25 0.90 0.47
P -3.27 -1.48 -0.25
P 4.23 1.80 -0.75
H 1.37 -1.98 -3.09
C 1.88 -1.54 -2.22
C 1.04 -1.72 -0.94
H 1.54 -2.53 -0.39
C -1.70 2.33 -0.60
C -2.39 1.32 1.85
C 0.32 1.56 1.09
C -3.95 -2.82 -1.27
C -4.20 -1.74 1.31
C -4.28 -0.09 -0.91
C 5.88 1.64 -1.39
C 4.18 1.39 0.99
C 3.59 3.45 -0.99
H 2.86 -2.03 -2.11
H 1.07 -0.78 -0.36
H -1.78 3.22 0.04
H -2.66 2.17 -1.10
H -0.93 2.49 -1.35
H -2.22 2.37 2.11
H -2.21 0.70 2.73
H -3.45 1.20 1.57
H 0.13 2.54 1.56
H 1.02 1.70 0.26
H 0.79 0.90 1.83
H -4.95 -2.52 -1.61
H -4.02 -3.74 -0.67
H -3.31 -2.98 -2.15
H -5.22 -1.38 1.16
H -3.75 -1.20 2.15
H -4.22 -2.81 1.53
H -5.19 -0.53 -1.33
H -3.76 0.45 -1.72
H -4.58 0.61 -0.12
H 6.34 2.63 -1.33
H 5.87 1.29 -2.43
H 6.43 0.91 -0.78
H 5.20 1.55 1.39
H 3.89 0.34 1.12
H 3.47 2.04 1.51
H 4.44 4.09 -1.25
H 3.14 3.79 -0.05
H 2.84 3.46 -1.79
C 1.22 0.99 -3.40
C 1.20 2.17 -4.19
C -0.03 2.73 -4.57
C -1.23 2.07 -4.27
C -1.22 0.91 -3.49
C -0.01 0.52 -2.93
S 2.66 0.08 -3.00
H 3.37 0.83 -1.53
H 2.13 2.59 -4.55
H -0.07 3.67 -5.12
H -2.20 2.43 -4.63
H -2.12 0.33 -3.26
H -0.01 -0.28 -2.19
N -0.84 -3.77 0.38
C -0.61 -3.58 1.66
N -0.51 -2.25 1.97
C -0.29 -2.02 3.32
C -0.20 -0.76 3.91
C 0.28 -0.69 5.21
C 0.59 -1.87 5.91
C 0.42 -3.14 5.34
C -0.06 -3.22 4.04
S -0.43 -4.66 3.06
H -0.91 -4.74 0.05
H 0.05 -2.18 -1.33
H -0.52 0.10 3.32
H 0.38 0.30 5.66
H 0.99 -1.76 6.91
H 0.66 -4.04 5.89

Net charge: +3
Gap between HOMO and LUMO: 0.25408 Ha